Entry 1:
Formula: C7H7NO3
Source: OMol25
Level of theory: ωB97M-V/def2-TZVPD

Properties
- calculated total energy (eV) = -14997.559
- HOMO-LUMO gap (alpha / beta) (eV) = 8.59 / 5.43
- ΔE to the lowest compared entry with this formula, charge and spin (kcal/mol) = 185.34

ORCA input file:
```
! wB97M-V def2-TZVPD RIJCOSX def2/J DEFGRID3
* xyz 0 1
C 2.020 -1.653 0.737
C 1.366 -0.490 1.133
C 1.774 -1.848 -0.605
C 0.764 -0.048 -0.050
C -0.745 2.134 0.347
C -0.900 1.778 -1.088
C -0.145 0.909 -0.243
N -1.995 -0.994 0.219
O -1.543 -2.049 -0.136
O -3.123 -0.693 0.510
O 1.090 -0.851 -1.128
H 2.194 -2.538 1.402
H 1.116 0.055 2.119
H 2.141 -2.567 -1.387
H -0.196 2.994 0.659
H -1.661 1.902 0.939
H -1.882 1.610 -1.466
H -0.275 2.350 -1.961
*
```

---

Entry 2:
Formula: C4H8O
Source: OMol25
Level of theory: ωB97M-V/def2-TZVPD

Properties
- SMILES = C=C[C@H]1CO1.[H][H]
- calculated total energy (eV) = -6322.350
- HOMO-LUMO gap (eV) = 10.94
- ΔE to the lowest compared entry with this formula, charge and spin (kcal/mol) = 64.98

ORCA input file:
```
! wB97M-V def2-TZVPD RIJCOSX def2/J DEFGRID3
* xyz 0 1
C 1.119 -0.970 1.540
C 0.277 -0.283 0.774
C 0.133 -0.502 -0.683
C -1.168 -0.353 -1.347
O -0.172 0.647 -1.471
H 1.184 -0.794 2.609
H 1.776 -1.732 1.125
H -0.369 0.485 1.198
H 0.867 -1.172 -1.135
H -1.376 -0.921 -2.253
H -2.042 -0.075 -0.757
H -0.094 3.078 0.484
H -0.135 2.592 -0.083
*
```

---

Entry 3:
Formula: C9H13NO2
Source: OMol25
Level of theory: ωB97M-V/def2-TZVPD

Properties
- ⟨S²⟩ = 0.77
- calculated total energy (eV) = -15118.175
- HOMO-LUMO gap (alpha / beta) (eV) = 8.41 / 4.61
- ΔE to the lowest compared entry with this formula, charge and spin (kcal/mol) = 89.94

ORCA input file:
```
! wB97M-V def2-TZVPD RIJCOSX def2/J DEFGRID3
* xyz 1 2
C 3.930 -0.977 0.970
C 0.008 -1.366 -0.624
C 0.303 -0.254 0.137
C 0.759 -2.480 -0.566
C 1.592 -0.164 0.614
C 2.112 -2.367 -0.063
C 2.491 -1.157 0.490
O -0.862 -0.969 -1.539
H -1.350 -1.843 -1.877
H -0.354 0.544 0.467
H 0.244 -3.318 -0.819
H 1.821 0.877 0.958
H 2.762 -3.299 -0.238
H 4.612 -1.128 0.091
H 4.408 -1.651 1.626
H 4.093 0.102 1.157
C -2.774 2.178 -1.236
C -2.702 2.558 0.242
O -1.894 3.371 0.678
N -3.658 1.932 1.215
H -2.841 3.117 -1.908
H -3.204 1.217 -1.635
H -3.551 2.343 2.132
H -4.219 1.087 1.196
H -1.728 1.648 -1.467
*
```

---

Entry 4:
Formula: C20H15Cl2IN3O5PtS
Source: OMol25
Level of theory: ωB97M-V/def2-TZVPD

Properties
- calculated total energy (eV) = -82922.283
- HOMO-LUMO gap (eV) = 5.94
- ΔE to the lowest compared entry with this formula, charge and spin (kcal/mol) = 29.55

ORCA input file:
```
! wB97M-V def2-TZVPD RIJCOSX def2/J DEFGRID3
* xyz -1 1
Pt -0.083 0.801 -0.551
N 3.563 -0.840 0.027
C 4.137 0.416 -0.010
C 5.436 0.856 0.207
C 5.693 2.190 -0.048
C 4.688 3.052 -0.511
C 3.388 2.618 -0.687
C 3.111 1.285 -0.402
N 1.948 0.555 -0.552
C 2.252 -0.699 -0.305
C 1.271 -1.734 -0.566
C 1.320 -3.075 -0.399
S -0.175 -3.772 -0.863
C -0.774 -2.218 -1.268
N 0.077 -1.270 -1.082
H 3.976 -1.674 0.405
H 6.221 0.187 0.536
H 6.696 2.571 0.093
H 4.937 4.078 -0.748
H 2.616 3.271 -1.068
H 2.122 -3.679 -0.007
H -1.775 -2.071 -1.642
Cl -4.611 0.852 -3.059
C -3.606 2.184 -2.418
Cl -3.509 3.490 -3.606
C -2.218 1.623 -2.046
O -1.281 1.852 -2.790
O -2.190 0.995 -0.925
H -4.100 2.571 -1.534
O -4.429 -0.382 1.646
C -3.823 0.354 2.590
C -4.589 1.243 3.347
C -4.001 1.977 4.360
C -2.642 1.845 4.636
C -1.872 1.008 3.844
C -2.441 0.261 2.821
C -1.579 -0.515 1.853
O -2.141 -1.410 1.153
O -0.374 -0.187 1.775
H -3.696 -0.919 1.227
H -5.641 1.347 3.109
H -4.600 2.674 4.936
H -2.193 2.419 5.437
H -0.803 0.926 3.996
I -1.791 3.752 0.636
C 0.017 2.605 0.376
H 0.693 3.315 -0.092
H 0.333 2.409 1.400
*
```